60
Properties=species:S:1:pos:R:3:forces:R:3 method="wB97M-V/def2-TZVPD" lumo_energy_ev=0.0 orbital_gap_ev=9.1 largest_force_ev_per_a=1.1 e_tot_ev=-148425.6375 multiplicity=1
Ag -0.4315 0.1292 0.5471 -0.6 0.1 -0.9
F 4.4715 0.9407 -0.3758 0.0 0.1 0.0
C 3.5802 1.5360 0.4132 0.0 0.0 0.0
F 2.8869 2.4181 -0.3072 0.0 0.0 0.0
F 4.2126 2.1740 1.3896 0.0 0.0 -0.1
S 2.4873 0.2268 1.1003 -0.2 0.1 0.5
O 1.8849 -0.3991 -0.0655 0.1 0.2 0.2
O 3.3066 -0.5653 1.9607 0.0 0.1 -0.2
N 1.4000 1.1977 1.8377 -0.1 -0.7 0.2
S 0.5115 0.5720 3.0345 0.8 0.2 0.2
O 0.4583 -0.8674 2.9820 0.0 0.2 0.1
O -0.7167 1.3069 3.1524 0.1 0.1 -0.1
C 1.4361 1.0064 4.5779 0.0 -0.1 -0.1
F 1.2647 2.2915 4.8710 0.0 0.0 0.0
F 0.9482 0.2649 5.5706 0.0 0.1 0.1
F 2.7318 0.7645 4.4436 0.0 0.0 0.0
C -3.8517 -1.4810 0.4492 -0.1 0.0 0.0
As -2.5956 -0.4148 -0.5706 0.1 -0.1 0.2
C -3.7015 1.1170 -0.9744 0.0 0.1 0.0
C -2.5347 -1.3897 -2.2724 0.0 0.0 -0.1
C -3.8284 -1.3751 -3.0252 0.0 0.0 0.0
C -4.8093 -2.3322 -2.7754 0.0 0.0 0.0
C -6.0285 -2.2904 -3.4372 0.0 0.0 0.0
C -6.2842 -1.2902 -4.3639 0.0 0.0 0.0
C -5.3094 -0.3381 -4.6298 0.0 0.0 0.0
C -4.0929 -0.3822 -3.9659 0.0 0.0 0.0
H -4.8091 -1.5342 -0.0673 0.0 0.0 0.0
H -3.9870 -1.0194 1.4257 0.0 0.0 0.0
H -3.4507 -2.4828 0.5930 0.0 0.0 0.0
H -4.6344 0.7847 -1.4267 0.0 0.0 0.0
H -3.1796 1.7974 -1.6436 0.0 0.0 0.0
H -3.9037 1.6416 -0.0415 0.0 0.0 0.0
H -2.2334 -2.4046 -2.0095 0.0 0.0 0.0
H -1.7249 -0.9521 -2.8558 0.0 0.0 0.0
H -4.6117 -3.1258 -2.0638 0.0 0.0 0.0
H -6.7767 -3.0454 -3.2326 0.0 0.0 0.0
H -7.2334 -1.2579 -4.8821 0.0 0.0 0.0
H -5.4958 0.4395 -5.3594 0.0 0.0 0.0
H -3.3361 0.3642 -4.1809 0.0 0.0 0.0
S 0.2617 7.1554 -0.0567 0.1 0.1 0.1
C -0.1679 5.4251 -0.1054 -0.1 0.0 -0.1
C 0.3230 4.6053 -1.1116 0.0 0.0 0.0
C -0.0349 3.2676 -1.1060 0.0 0.0 -0.1
N -0.8236 2.7224 -0.1820 0.1 0.0 0.1
C -1.2705 3.5105 0.7943 0.0 0.0 0.0
C -0.9744 4.8626 0.8734 0.0 0.0 0.0
C -0.9603 7.7952 -1.1847 -0.1 0.0 -0.1
C -2.2694 8.0082 -0.7773 0.0 0.0 0.0
C -3.1758 8.5113 -1.6983 0.0 0.0 0.0
N -2.8626 8.8164 -2.9565 0.1 0.0 0.1
C -1.5995 8.6222 -3.3285 -0.1 0.0 0.0
C -0.6166 8.1168 -2.4892 0.0 0.0 0.0
H 0.9767 4.9974 -1.8785 0.0 0.0 0.0
H 0.3393 2.6010 -1.8757 0.0 0.0 0.0
H -1.8727 3.0347 1.5595 0.0 0.0 0.0
H -1.3510 5.4597 1.6925 0.0 0.0 0.0
H -2.5765 7.7905 0.2368 0.0 0.0 0.0
H -4.2059 8.6825 -1.4060 0.0 0.0 0.0
H -1.3559 8.8800 -4.3531 0.0 0.0 0.0
H 0.3958 7.9791 -2.8442 0.0 0.0 0.0